# C4H7ClS

C4H7ClS in the gas phase (ωB97M-V/def2-TZVPD, the Open Molecules 2025 dataset).

The calculation puts the HOMO-LUMO gap at 9.26 eV. The SMILES is CCS/C=C\Cl. For the total energy, the calculation gives -27617.7318 eV. Its relative energy (zero: lowest compared OMol25 entry of this formula, charge and spin) is 94.36 kJ/mol.

```
13
Properties=species:S:1:pos:R:3:forces:R:3
C 1.850076 -0.751179 0.229105 2.879 0.409 0.702
C 0.584601 -0.668721 -0.539252 -1.526 -1.797 -2.791
S 0.200596 1.079589 -1.006885 0.635 -0.918 -0.493
C -1.063631 1.396777 0.103388 -0.906 -0.499 1.664
C -2.150266 0.659771 0.448079 0.358 1.704 -1.933
Cl -2.754333 -0.622255 -0.593994 0.227 0.247 0.661
H 2.777318 -0.550094 -0.436779 -1.601 0.144 0.919
H 2.165826 -1.726237 0.691172 -1.035 0.616 -0.374
H 1.827295 0.028568 1.035917 0.266 -0.761 -0.581
H -0.352072 -1.072914 -0.045476 1.480 0.418 -0.447
H 0.679460 -1.250973 -1.578038 -0.276 1.137 2.248
H -0.842615 2.279374 0.707536 -0.537 -0.046 -0.098
H -2.922256 1.198289 0.985229 0.036 -0.653 0.523
```
Positions in Å, forces in eV/Å.